(1)
The following is a quantum chemistry calculation of C40H45IrN9OPS as an isolated structure at a distorted geometry, from OMol25.

The max |F| comes out at 2.4 eV/A. The net charge is +1. As for the HOMO-LUMO gap (alpha / beta): 0.257 / 0.236 hartree. Its relative energy (zero: lowest compared OMol25 entry of this formula, charge and spin) is 126.7 kJ/mol. The calculation puts the total energy at -80626.30517 eV. As for the multiplicity: 2.

Last column: Löwdin spin population.
Cartesian coordinates (Å):
1 Ir 0.714 -1.183 1.587  0.351
2 C -3.371 -2.767 2.981  0.000
3 C -2.001 -2.554 2.929  -0.001
4 N -1.510 -1.434 2.423  -0.002
5 C -2.354 -0.478 2.054  -0.001
6 C -3.712 -0.754 1.989  0.000
7 N -4.220 -1.899 2.447  0.000
8 C -1.764 0.871 1.837  -0.001
9 C -2.544 2.000 1.647  0.000
10 C -1.953 3.242 1.568  -0.001
11 C -0.585 3.267 1.778  0.000
12 C 0.124 2.089 1.953  -0.001
13 N -0.461 0.906 1.935  -0.002
14 C 1.584 2.110 2.282  0.000
15 C 2.371 3.254 2.284  0.000
16 N 3.582 3.271 2.850  0.000
17 C 3.990 2.149 3.425  0.000
18 C 3.263 0.976 3.283  0.000
19 N 2.091 0.963 2.661  0.007
20 C -2.736 4.474 1.237  0.000
21 C -2.114 5.697 1.029  0.000
22 C -2.866 6.790 0.616  0.000
23 N -4.183 6.740 0.403  0.000
24 C -4.785 5.572 0.636  0.000
25 C -4.111 4.431 1.051  0.000
26 H -3.791 -3.659 3.433  0.000
27 H -1.288 -3.289 3.283  0.000
28 H -4.414 -0.049 1.551  0.000
29 H -3.617 1.895 1.577  0.000
30 H -0.053 4.205 1.832  0.000
31 H 2.041 4.175 1.812  0.000
32 H 4.924 2.187 3.980  0.000
33 H 3.627 0.026 3.669  0.000
34 H -1.049 5.830 1.175  0.000
35 H -2.387 7.748 0.439  0.000
36 H -5.859 5.545 0.475  0.000
37 H -4.683 3.528 1.229  0.000
38 S 2.050 -5.374 1.153  0.000
39 C 0.341 -5.432 1.128  -0.001
40 C -0.225 -4.191 1.196  -0.001
41 C 0.758 -3.167 1.281  -0.006
42 C 2.003 -3.661 1.249  0.002
43 C 3.093 -2.738 1.154  -0.001
44 C 4.435 -3.080 1.037  0.001
45 C 5.365 -2.088 0.825  0.000
46 C 4.934 -0.775 0.686  0.001
47 C 3.589 -0.509 0.792  -0.002
48 N 2.668 -1.451 1.064  -0.004
49 H -0.169 -6.386 1.067  0.000
50 H -1.293 -4.048 1.173  0.000
51 H 4.727 -4.120 1.094  0.000
52 H 6.416 -2.334 0.730  0.000
53 H 5.630 0.029 0.480  0.000
54 H 3.223 0.485 0.620  0.000
55 O 1.887 -2.231 5.656  0.019
56 C 1.467 -1.958 4.561  0.013
57 N 1.039 -1.672 3.495  0.011
58 C 0.103 -3.283 -2.480  0.002
59 C -0.930 -2.140 -2.420  0.035
60 C -1.586 -1.989 -3.797  0.006
61 C -1.997 -2.512 -1.364  0.004
62 P -0.012 -0.603 -1.837  0.083
63 N 0.296 -0.797 -0.286  0.457
64 C -1.126 0.908 -2.075  0.004
65 C -1.289 1.369 -3.530  0.001
66 C -2.504 0.542 -1.501  0.000
67 C -0.579 2.066 -1.233  0.005
68 C 1.550 -0.343 -2.885  0.006
69 C 2.124 1.026 -2.475  0.003
70 C 2.579 -1.422 -2.543  0.000
71 C 1.309 -0.373 -4.399  0.001
72 H -0.433 -4.231 -2.588  0.000
73 H 0.702 -3.340 -1.570  0.001
74 H 0.766 -3.182 -3.341  0.000
75 H -1.977 -2.969 -4.094  0.002
76 H -0.884 -1.670 -4.568  0.000
77 H -2.428 -1.295 -3.783  0.000
78 H -2.150 -3.596 -1.383  0.000
79 H -2.958 -2.043 -1.565  0.000
80 H -1.678 -2.241 -0.358  0.002
81 H -1.582 0.567 -4.207  0.000
82 H -0.379 1.835 -3.913  0.000
83 H -2.077 2.132 -3.563  0.000
84 H -3.056 -0.134 -2.152  0.000
85 H -3.096 1.460 -1.408  0.000
86 H -2.420 0.091 -0.507  0.000
87 H 0.192 2.638 -1.745  0.000
88 H -0.171 1.692 -0.296  0.003
89 H -1.398 2.758 -1.002  0.000
90 H 2.169 1.137 -1.386  0.002
91 H 1.550 1.852 -2.893  0.000
92 H 3.144 1.110 -2.863  0.000
93 H 2.507 -1.707 -1.513  0.000
94 H 3.586 -1.029 -2.724  0.000
95 H 2.464 -2.313 -3.158  0.000
96 H 0.538 0.320 -4.729  0.000
97 H 1.048 -1.375 -4.746  0.000
98 H 2.243 -0.091 -4.900  0.000

***

(2)
The following is a quantum chemistry calculation of C40H46AlBrNO as an isolated structure at a distorted geometry, from OMol25.

The max |F| comes out at 5.1 eV/A. The net charge is -1. As for the HOMO-LUMO gap: 0.255 hartree. Its relative energy (zero: lowest compared OMol25 entry of this formula, charge and spin) is 835.2 kJ/mol. The calculation puts the total energy at -122396.15332 eV.

Last column: Löwdin charge in e.
Cartesian coordinates (Å):
1 O 2.046 1.408 1.610  -0.146
2 C 2.066 0.038 1.012  -0.159
3 C 3.505 -0.542 0.449  -0.014
4 C 3.616 -2.030 -0.245  -0.089
5 C 2.229 -2.949 -0.321  -0.057
6 C 0.748 -2.405 0.230  -0.002
7 C 0.690 -0.904 0.890  -0.038
8 C -0.695 -0.167 1.455  -0.212
9 N -1.970 -0.815 0.904  -0.107
10 C -3.086 0.088 1.382  -0.291
11 C -4.520 -0.106 0.612  -0.292
12 C -4.725 -1.555 -0.127  -0.377
13 Al -5.652 -2.796 1.233  -0.113
14 Br -4.281 -2.698 3.259  0.021
15 H 2.047 1.310 2.622  0.136
16 H 4.448 0.169 0.573  0.097
17 H 4.664 -2.382 -0.656  0.078
18 H 2.245 -4.032 -0.819  0.088
19 H -0.218 -3.068 0.151  0.097
20 H -0.641 0.942 1.018  0.115
21 H -0.689 -0.094 2.637  0.131
22 H -2.068 -1.800 1.282  0.083
23 H -2.789 1.237 1.253  0.118
24 H -3.187 -0.059 2.562  0.080
25 H -5.365 -0.040 1.452  0.080
26 H -4.721 0.804 -0.107  0.091
27 H -3.767 -2.001 -0.628  0.036
28 H -5.508 -1.369 -1.007  0.046
29 H -5.671 -4.312 0.772  -0.149
30 H -7.123 -2.184 1.477  -0.118
31 C 4.385 4.740 0.700  -0.097
32 C 3.701 3.900 1.579  -0.109
33 C 3.398 4.337 2.868  -0.084
34 C 3.769 5.619 3.275  -0.098
35 C 4.450 6.460 2.395  -0.104
36 C 4.762 6.019 1.109  -0.098
37 H 4.625 4.398 -0.304  0.105
38 H 3.406 2.904 1.259  0.073
39 H 2.871 3.681 3.554  0.097
40 H 3.528 5.962 4.278  0.098
41 H 4.738 7.459 2.712  0.096
42 H 5.297 6.673 0.425  0.097
43 C 2.064 -1.174 -3.367  -0.099
44 C 0.991 -1.708 -4.079  -0.086
45 C 1.202 -2.293 -5.326  -0.100
46 C 2.491 -2.354 -5.858  -0.109
47 C 3.565 -1.823 -5.145  -0.107
48 C 3.352 -1.229 -3.901  -0.099
49 H 1.899 -0.714 -2.396  0.083
50 H -0.012 -1.667 -3.661  0.104
51 H 0.364 -2.704 -5.884  0.098
52 H 2.656 -2.815 -6.829  0.094
53 H 4.569 -1.872 -5.559  0.095
54 H 4.188 -0.811 -3.348  0.096
55 C 6.569 -2.833 1.590  -0.091
56 C 6.637 -4.048 0.909  -0.095
57 C 7.748 -4.876 1.068  -0.098
58 C 8.786 -4.494 1.918  -0.103
59 C 8.716 -3.281 2.603  -0.103
60 C 7.610 -2.448 2.436  -0.092
61 H 5.705 -2.186 1.463  0.068
62 H 5.825 -4.349 0.252  0.093
63 H 7.804 -5.820 0.532  0.098
64 H 9.649 -5.142 2.047  0.097
65 H 9.524 -2.984 3.266  0.097
66 H 7.558 -1.501 2.965  0.100
67 C -11.136 0.063 1.773  -0.103
68 C -12.209 -0.471 1.061  -0.114
69 C -11.998 -1.057 -0.187  -0.112
70 C -10.709 -1.118 -0.719  -0.098
71 C -9.635 -0.587 -0.006  -0.093
72 C -9.848 0.007 1.238  -0.091
73 H -11.301 0.522 2.743  0.095
74 H -13.212 -0.430 1.479  0.092
75 H -12.836 -1.467 -0.744  0.092
76 H -10.544 -1.579 -1.689  0.097
77 H -8.631 -0.636 -0.420  0.096
78 H -9.012 0.426 1.791  0.102
79 C 0.772 2.511 -0.982  -0.083
80 C 1.075 3.864 -0.831  -0.076
81 C 0.394 4.821 -1.584  -0.098
82 C -0.597 4.424 -2.482  -0.105
83 C -0.902 3.072 -2.631  -0.094
84 C -0.215 2.115 -1.885  -0.080
85 H 1.305 1.766 -0.398  0.057
86 H 1.843 4.173 -0.126  0.074
87 H 0.635 5.874 -1.470  0.096
88 H -1.131 5.170 -3.065  0.095
89 H -1.676 2.764 -3.329  0.100
90 H -0.450 1.061 -2.005  0.101